#i
11
Properties=species:S:1:pos:R:3:nbo_charge:R:1 method="wB97M-V/def2-TZVPD" smiles="C=N.O.O" e_homo_ev=-10.0 lumo_energy_ev=0.7 homo_lumo_gap_ev=10.672 mol_weight_da=65.1
C 2.6971 0.6863 0.3462 -0.06
N 1.7271 0.6639 -0.4686 -0.58
H 3.5838 1.2248 0.0648 0.16
H 2.7402 0.0270 1.2198 0.14
H 0.9516 0.0902 -0.1475 0.33
H -1.3581 -3.1927 1.3648 0.47
H -1.3148 -3.6003 -0.1142 0.47
O -1.9193 -3.3690 0.5996 -0.94
H -2.3672 2.4533 -0.1720 0.47
H -2.7114 2.6975 -1.6279 0.47
O -2.0292 2.3189 -1.0651 -0.93

#ii
11
Properties=species:S:1:pos:R:3:nbo_charge:R:1 method="wB97M-V/def2-TZVPD" smiles=NCO.O e_homo_ev=-9.9 lumo_energy_ev=0.7 homo_lumo_gap_ev=10.621 mol_weight_da=65.1
N -0.1472 0.1422 -0.0403 -0.89
C -0.7512 -0.5708 1.1016 0.09
O -1.2203 0.3113 2.0766 -0.73
H -0.8506 0.2344 -0.7605 0.36
H 0.1596 1.0759 0.1693 0.37
H -1.6248 -1.0647 0.7108 0.17
H 0.0476 -1.2906 1.4266 0.15
H -0.5180 0.6480 2.7466 0.48
H 1.5594 -0.3770 -2.9966 0.46
H 1.5578 0.3881 -1.7520 0.48
O 1.7877 0.5032 -2.6820 -0.94

Looking at the structures above, which would you pick as the most stable? I would pick #ii.